{"formula": "C3H8NO", "method": "ωB97M-V/def2-TZVPD", "elements": ["C", "O", "H", "H", "H", "C", "C", "N", "H", "H", "H", "H", "H"], "coordinates": [[1.577, -0.846, 1.658], [1.081, -1.319, 0.468], [1.394, -1.544, 2.488], [2.675, -0.694, 1.587], [1.152, 0.133, 1.946], [-0.773, 0.984, -2.118], [-1.467, 0.639, -0.990], [-0.944, 0.072, 0.127], [0.287, 0.774, -2.209], [-1.371, 1.023, -3.031], [-2.541, 0.887, -1.037], [-1.216, 0.587, 0.958], [0.146, -0.694, 0.155]], "atomic_forces_ev_per_a": [[0.3, 0.1, -0.4], [-0.2, -0.2, -0.6], [0.0, 0.0, 0.3], [-0.1, 0.0, 0.2], [-0.1, 0.0, 0.0], [-0.8, -1.0, -0.1], [0.8, 0.5, -0.4], [-0.3, 0.7, -0.3], [0.0, 0.0, 0.1], [0.2, 0.5, 0.0], [0.0, -0.1, 0.3], [-0.3, -0.5, 0.1], [0.4, 0.1, 0.8]], "energy_ev": -6777.156, "molar_mass_g_mol": 74.103, "homo_ev": -2.83, "charge": -1, "lumo_ev": 4.567}